{
  "formula": "C5H7N",
  "method": "ωB97M-V with the def2-TZVPD basis set",
  "species": ["C", "C", "N", "C", "C", "C", "H", "H", "H", "H", "H", "H", "H"],
  "coordinates": [[-1.11108, -1.60566, -0.78223], [-1.51971, -0.36996, -0.66815], [-1.62161, 0.84489, -0.52234], [-0.33251, 1.36662, 0.03465], [0.48762, 0.40541, 0.84844], [1.67022, -0.05777, 0.46137], [-0.43063, -1.82346, -1.59742], [-1.30225, -2.34650, -0.01881], [-0.53504, 2.24021, 0.65825], [0.24689, 1.69956, -0.83361], [0.09284, 0.14351, 1.83068], [2.03357, 0.09938, -0.55321], [2.32171, -0.59622, 1.14239]],
  "forces_ev_per_angstrom": [[-0.168, -0.041, -0.093], [0.231, 0.243, 0.094], [0.199, -0.805, 0.005], [0.246, 0.287, 0.079], [0.240, 0.171, 0.071], [-0.064, 0.106, 0.070], [-0.318, -0.192, -0.098], [-0.098, 0.034, -0.106], [-0.192, -0.011, -0.169], [-0.070, 0.059, 0.153], [0.128, 0.137, -0.084], [0.049, 0.202, 0.229], [-0.183, -0.192, -0.150]],
  "lowdin_charge": [-0.001, -0.228, 0.078, -0.215, -0.209, 0.003, 0.064, 0.059, 0.107, 0.113, 0.108, 0.065, 0.056],
  "total_energy_ha": -249.37824,
  "gap_ev": 10.180,
  "e_lumo_ev": 1.09,
  "de_lowest_kcal_mol": 59.6,
  "charge": 0
}